A cluster of 8 separate species, C21H49N8O10 in total at a distorted geometry, computed with ωB97M-V with the def2-TZVPD basis set.

The geometry in ORCA input format:
```
! wB97M-V def2-TZVPD RIJCOSX def2/J DEFGRID3
* xyz -2 2
N -18.58 5.27 21.11
O -17.37 5.11 21.31
O -19.03 5.11 19.94
O -19.34 5.84 21.83
C -12.34 4.88 23.30
C -13.47 4.83 22.26
O -13.24 5.27 21.15
N -14.71 4.35 22.51
C -15.31 3.89 23.76
H -12.07 5.93 23.41
H -11.55 4.17 23.07
H -12.61 4.61 24.32
H -15.41 4.48 21.79
H -15.68 4.75 24.33
H -14.52 3.57 24.43
H -15.95 3.01 23.67
C -17.32 9.44 26.89
C -18.43 8.59 26.23
O -19.59 9.02 26.13
N -18.14 7.33 25.80
C -18.98 6.63 24.94
H -17.22 9.13 27.93
H -17.51 10.50 27.06
H -16.32 9.32 26.47
H -17.42 6.85 26.30
H -18.57 5.65 24.72
H -19.19 7.28 24.08
H -20.03 6.54 25.22
C -21.23 3.44 23.41
C -21.38 3.15 21.95
O -21.32 4.01 21.11
N -21.84 1.99 21.58
C -22.18 1.57 20.27
H -20.85 2.47 23.73
H -22.23 3.60 23.82
H -20.50 4.23 23.61
H -22.16 1.35 22.28
H -22.67 0.61 20.37
H -21.31 1.54 19.62
H -22.97 2.13 19.76
C -19.89 7.93 15.11
C -19.38 7.27 16.51
O -20.14 6.93 17.40
N -18.05 7.26 16.57
C -17.31 6.64 17.69
H -19.20 7.85 14.27
H -20.07 8.94 15.48
H -20.87 7.51 14.89
H -17.51 7.81 15.92
H -16.35 7.16 17.74
H -17.07 5.59 17.56
H -17.64 6.81 18.72
C -13.86 8.82 18.12
C -14.22 9.72 19.24
O -14.24 10.97 18.94
N -14.63 9.29 20.45
C -14.86 7.98 20.87
H -13.63 7.80 18.40
H -13.01 9.21 17.55
H -14.67 8.78 17.40
H -14.50 10.05 21.10
H -14.38 7.21 20.27
H -15.89 7.62 20.93
H -14.45 7.86 21.87
C -18.10 10.34 18.80
C -18.64 9.55 19.98
O -19.25 8.53 19.69
N -18.36 9.86 21.25
C -18.49 8.86 22.35
H -17.66 11.29 19.10
H -18.80 10.46 17.98
H -17.27 9.75 18.39
H -18.21 10.78 21.63
H -17.60 8.23 22.39
H -19.48 8.47 22.14
H -18.70 9.42 23.27
C -21.64 3.23 16.10
C -20.93 3.79 17.26
O -21.60 4.18 18.22
N -19.61 3.79 17.34
C -18.63 3.38 16.35
H -22.65 2.88 16.34
H -21.16 2.40 15.59
H -21.81 4.06 15.41
H -19.30 4.15 18.23
H -19.00 2.53 15.76
H -17.66 3.06 16.74
H -18.40 4.11 15.57
*
```

Output
Energy ... -2019.82669 hartree
Kohn-Sham gap (alpha / beta) ... 0.0589 / 0.2423 Ha
HOMO (alpha / beta) ... 2.52 / -2.48 eV

These are the Löwdin partial charges, in e, on atoms 1 to 6: atom 1 (N): -0.595, atom 2 (O): -0.074, atom 3 (O): -0.080, atom 4 (O): -0.005, atom 5 (C): -0.096, atom 6 (C): -0.551

A cluster of 11 separate species, C21H50Cl14O10 in total at a distorted geometry, computed with ωB97M-V with the def2-TZVPD basis set.

The geometry in ORCA input format:
```
! wB97M-V def2-TZVPD RIJCOSX def2/J DEFGRID3
* xyz 0 1
C -2.76 2.26 3.55
Cl -2.58 0.59 4.05
Cl -3.32 2.31 1.87
Cl -3.94 3.07 4.57
Cl -1.20 3.08 3.71
C -0.35 5.09 0.47
C 0.03 6.32 1.23
O -0.62 7.41 0.62
O 0.21 5.16 -0.89
H -1.44 5.00 0.39
H 0.02 4.19 0.97
H 1.11 6.44 1.28
H -0.28 6.21 2.28
H -0.35 8.23 1.02
H 0.34 6.10 -1.05
C -0.50 -0.78 0.84
C 0.12 0.57 1.13
O 0.81 1.18 0.05
O -1.57 -0.72 -0.12
H -0.85 -1.17 1.80
H 0.31 -1.43 0.48
H 0.83 0.43 1.94
H -0.68 1.24 1.48
H 0.18 1.59 -0.57
H -1.65 -1.60 -0.53
C 2.03 -3.92 -0.40
C 3.22 -4.68 -0.93
O 4.21 -3.75 -1.39
O 1.20 -3.29 -1.40
H 2.33 -3.21 0.38
H 1.37 -4.64 0.09
H 2.93 -5.36 -1.74
H 3.58 -5.29 -0.09
H 4.99 -4.24 -1.68
H 1.61 -2.49 -1.77
C -1.45 -5.26 -2.71
C -1.67 -5.18 -1.20
O -1.47 -3.92 -0.58
O -0.10 -5.53 -3.12
H -1.80 -4.34 -3.20
H -2.04 -6.10 -3.09
H -1.10 -5.96 -0.68
H -2.72 -5.43 -1.03
H -0.53 -3.63 -0.69
H 0.47 -4.84 -2.76
C -0.16 2.65 -3.10
C -0.39 1.31 -3.69
O 0.10 0.22 -2.89
O -0.69 2.70 -1.81
H -0.68 3.41 -3.69
H 0.90 2.90 -3.11
H 0.07 1.32 -4.69
H -1.46 1.14 -3.87
H -0.16 0.41 -1.97
H -0.52 3.60 -1.45
Cl 3.37 -0.30 2.54
C 3.06 -1.75 3.57
C 2.33 -1.36 4.80
Cl 0.70 -0.74 4.51
H 4.03 -2.20 3.80
H 2.58 -2.47 2.92
H 2.92 -0.67 5.40
H 2.18 -2.25 5.42
Cl 4.89 4.56 1.20
C 4.11 3.30 2.17
C 2.62 3.47 2.25
Cl 2.16 4.81 3.34
H 4.52 3.36 3.18
H 4.42 2.32 1.82
H 2.16 2.58 2.66
H 2.19 3.67 1.27
Cl 5.06 1.32 -0.57
C 3.50 0.84 -1.31
C 2.85 1.98 -2.01
Cl 3.77 2.47 -3.46
H 2.90 0.46 -0.50
H 3.72 0.03 -2.00
H 2.76 2.83 -1.34
H 1.88 1.69 -2.39
Cl -5.27 -1.17 3.33
C -4.64 -1.88 1.83
C -4.15 -3.27 2.05
Cl -2.54 -3.24 2.90
H -3.86 -1.27 1.35
H -5.46 -1.86 1.11
H -3.86 -3.76 1.13
H -4.84 -3.84 2.67
Cl -6.19 -0.05 -3.06
C -4.67 -0.57 -3.80
C -3.65 -1.10 -2.80
Cl -4.30 -2.42 -1.83
H -4.27 0.26 -4.38
H -4.86 -1.35 -4.55
H -3.28 -0.32 -2.14
H -2.81 -1.48 -3.39
*
```

Output
Energy ... -8025.18653 hartree
SMILES string ... ClC(Cl)(Cl)Cl.ClCCCl.ClCCCl.ClCCCl.ClCCCl.ClCCCl.OCCO.OCCO.OCCO.OCCO.OCCO
Kohn-Sham gap ... 0.3796 Ha
HOMO ... -10.09 eV

These are the Löwdin partial charges, in e, on atoms 1 to 6: atom 1 (C): -2.048, atom 2 (Cl): 0.511, atom 3 (Cl): 0.551, atom 4 (Cl): 0.542, atom 5 (Cl): 0.531, atom 6 (C): -0.208

A structure of composition C21H50Cl2LuOP2 at a distorted geometry, computed with ωB97M-V with the def2-TZVPD basis set.

The geometry in ORCA input format:
```
! wB97M-V def2-TZVPD RIJCOSX def2/J DEFGRID3
* xyz -1 1
Lu 0.18 -0.63 0.61
Cl 0.20 -0.17 -1.84
P -0.84 -3.10 -0.39
C 0.35 -3.95 -1.53
C -1.24 -4.35 0.93
C -2.33 -2.99 -1.49
C 1.77 -3.41 -1.36
H -0.01 -3.65 -2.53
C 0.32 -5.48 -1.45
H 0.62 -5.84 -0.46
H 1.03 -5.87 -2.18
H -0.66 -5.90 -1.69
H 1.82 -2.34 -1.59
H 2.45 -3.94 -2.04
H 2.15 -3.55 -0.33
H -1.90 -2.60 -2.43
C -3.35 -1.96 -0.99
C -2.94 -4.36 -1.76
H -2.28 -4.98 -2.39
H -3.88 -4.23 -2.31
H -3.16 -4.92 -0.84
H -2.89 -0.97 -0.86
H -3.79 -2.26 -0.03
H -4.15 -1.87 -1.73
C -0.06 -4.42 1.91
H -1.33 -5.32 0.40
C -2.55 -4.06 1.66
H 0.90 -4.65 1.42
H -0.26 -5.21 2.65
H 0.04 -3.47 2.46
H -2.54 -3.04 2.07
H -2.65 -4.77 2.49
H -3.43 -4.17 1.03
Cl -1.41 -0.77 2.49
H -0.21 1.32 0.71
P 0.08 4.18 -0.77
C -0.99 4.46 -2.18
C -0.51 4.70 0.85
C 1.82 3.95 -1.18
C -1.99 3.28 -2.27
H -0.32 4.39 -3.06
C -1.64 5.84 -2.17
H -2.27 6.00 -1.28
H -2.28 5.94 -3.06
H -0.88 6.63 -2.22
H -1.50 2.32 -2.04
H -2.39 3.23 -3.29
H -2.83 3.41 -1.58
H 1.82 3.68 -2.25
C 2.43 2.77 -0.40
C 2.60 5.27 -1.04
H 2.32 5.96 -1.85
H 3.67 5.06 -1.13
H 2.41 5.76 -0.07
H 1.68 2.22 0.19
H 3.23 3.10 0.27
H 2.84 2.03 -1.11
C -1.97 4.25 1.09
H -0.47 5.81 0.77
C 0.41 4.25 2.00
H -2.68 4.80 0.46
H -2.24 4.46 2.13
H -2.07 3.17 0.91
H 0.44 3.16 2.06
H 0.00 4.62 2.95
H 1.43 4.64 1.90
C 2.72 -0.25 3.48
C 3.15 -0.75 2.11
C 3.93 -2.05 2.17
O 2.04 -0.89 1.25
H 2.00 -0.95 3.94
H 2.23 0.73 3.41
H 3.59 -0.15 4.13
H 3.83 0.00 1.69
H 3.30 -2.86 2.58
H 4.26 -2.35 1.17
H 4.80 -1.95 2.82
*
```

Output
Energy ... -3744.16016 hartree
Energy above the lowest of the compared OMol25 structures with the same formula, charge and spin ... 0.0 kJ/mol
Kohn-Sham gap ... 0.2061 Ha
HOMO ... -2.87 eV

These are the Löwdin partial charges, in e, on atoms 1 to 6: atom 1 (Lu): 0.670, atom 2 (Cl): -0.205, atom 3 (P): 0.958, atom 4 (C): -0.542, atom 5 (C): -0.568, atom 6 (C): -0.557